[1]
{"formula": "C3H18NO4", "method": "the ωB97M-V functional and the def2-TZVPD basis", "e_lumo_ev": -2.6, "homo_energy_ev": -14.81, "e_above_lowest_ev": 3.129, "total_charge": 1, "gap_ev": 12.18, "species": ["C", "C", "N", "C", "H", "H", "H", "H", "H", "H", "H", "H", "H", "H", "H", "H", "O", "H", "H", "O", "H", "H", "O", "H", "H", "O"], "xyz": [[0.379, 1.881, 1.507], [0.613, 0.456, 1.106], [-0.398, 0.117, -0.037], [0.273, 0.597, -1.290], [0.781, 2.688, 0.792], [-0.748, 2.123, 1.633], [1.013, 2.094, 2.377], [1.674, 0.387, 0.724], [0.474, -0.383, 1.887], [-1.106, 0.597, 0.256], [-0.418, -0.961, -0.084], [1.202, -0.038, -1.423], [0.506, 1.700, -1.406], [-0.546, 0.504, -2.173], [0.773, -3.186, -0.537], [1.811, -1.796, -1.108], [1.068, -2.146, -0.621], [-3.087, -1.517, 1.023], [-2.799, -2.903, 1.578], [-2.285, -2.070, 1.376], [4.045, -1.480, -2.227], [3.150, -0.892, -3.327], [3.142, -1.519, -2.552], [-2.839, 2.582, 1.087], [-3.825, 1.586, 0.601], [-2.853, 1.579, 0.838]]}

***

[2]
{"formula": "C3H18NO5", "method": "the ωB97M-V functional and the def2-TZVPD basis", "e_lumo_ev": -2.8, "homo_energy_ev": -13.97, "e_above_lowest_ev": 1.880, "total_charge": 1, "gap_ev": 11.14, "species": ["C", "C", "C", "O", "N", "H", "H", "H", "H", "H", "H", "H", "H", "H", "H", "H", "H", "O", "H", "H", "O", "H", "H", "O", "H", "H", "O"], "xyz": [[-0.161, -1.300, -0.292], [0.270, 0.156, -0.063], [0.979, 0.823, -1.290], [0.608, 2.195, -1.311], [-1.051, -1.590, 0.901], [0.752, -1.929, -0.245], [-0.598, -1.508, -1.234], [-0.556, 0.948, 0.178], [0.975, 0.284, 0.831], [2.093, 0.744, -1.254], [0.535, 0.449, -2.214], [0.982, 2.599, -2.142], [-0.489, -1.925, 1.708], [-1.604, -2.540, 0.907], [-1.817, -0.789, 1.021], [-0.722, 3.568, 1.101], [-0.617, 2.689, -0.018], [-1.252, 2.878, 0.723], [1.227, -0.550, 3.381], [1.939, -1.749, 2.650], [0.989, -1.429, 2.901], [-3.339, 0.686, 0.288], [-2.232, 1.370, 0.821], [-2.790, 0.575, 1.049], [2.573, -1.982, -2.732], [1.328, -1.335, -3.156], [1.977, -1.337, -2.512]]}

***

[3]
{"formula": "C3H18NO8S2", "method": "the ωB97M-V functional and the def2-TZVPD basis", "e_lumo_ev": [-0.1, -4.7], "homo_energy_ev": [-10.07, -9.63], "multiplicity": 2, "gap_ev": [9.96, 4.95], "species": ["N", "C", "C", "O", "O", "C", "S", "S", "H", "H", "H", "H", "H", "H", "H", "H", "O", "H", "H", "O", "H", "H", "O", "H", "H", "O", "H", "H", "O", "H", "H", "O"], "xyz": [[-2.809, -0.605, 1.313], [-1.545, -1.010, 0.864], [-0.818, 0.309, 0.241], [-0.223, 0.938, 1.138], [-1.080, 0.644, -0.903], [-1.712, -2.099, -0.289], [-0.196, -2.844, -0.829], [1.151, -1.471, -1.504], [-3.416, -0.198, 0.622], [-2.741, -0.565, 2.316], [-0.915, -1.416, 1.662], [-2.156, -1.495, -1.107], [-2.435, -2.787, 0.141], [2.103, -1.661, -0.570], [2.298, 1.732, 0.092], [0.900, 2.001, 0.692], [1.738, 2.452, 0.398], [1.617, -0.172, 1.371], [2.599, -0.834, 2.327], [2.382, -0.757, 1.391], [-1.021, -0.088, -3.723], [-1.846, -0.139, -2.447], [-1.908, -0.283, -3.402], [1.354, 1.895, 3.797], [0.716, 1.046, 2.604], [1.145, 1.018, 3.470], [1.239, 2.510, -2.056], [-0.127, 1.656, -2.154], [0.635, 2.019, -2.611], [-0.067, 3.410, 2.273], [1.275, 3.770, 1.647], [0.713, 3.949, 2.425]]}

***

[4]
{"formula": "C3H18NO9", "method": "the ωB97M-V functional and the def2-TZVPD basis", "e_lumo_ev": 3.2, "homo_energy_ev": -5.58, "e_above_lowest_ev": 0.000, "total_charge": -1, "gap_ev": 8.77, "species": ["C", "C", "O", "N", "C", "O", "O", "H", "H", "H", "H", "H", "H", "H", "H", "O", "H", "H", "O", "H", "H", "O", "H", "H", "O", "H", "H", "O", "H", "H", "O"], "xyz": [[1.395, -1.801, 0.051], [0.993, -2.177, 1.430], [0.333, -3.443, 1.469], [2.412, -0.759, -0.143], [1.796, 0.543, 0.029], [2.581, 1.411, 0.535], [0.599, 0.722, -0.241], [0.493, -1.558, -0.526], [1.805, -2.694, -0.494], [1.785, -2.210, 2.203], [0.306, -1.379, 1.808], [-0.454, -3.532, 0.928], [3.246, -0.830, 0.416], [-1.501, 1.594, 2.046], [-1.094, 2.182, 0.854], [-1.927, 2.146, 1.368], [1.034, 3.412, 0.605], [1.523, 2.343, 1.643], [0.925, 3.127, 1.510], [-0.400, 2.625, -2.217], [1.011, 2.467, -1.803], [0.455, 2.393, -2.596], [0.046, 0.238, -2.016], [-0.469, -0.212, -3.570], [-0.529, -0.261, -2.618], [-3.269, 0.483, 0.707], [-2.741, -0.179, 2.004], [-2.961, -0.342, 1.085], [-2.349, -2.213, -1.547], [-2.215, -0.691, -1.571], [-2.831, -1.403, -1.351]]}

***

[5]
{"formula": "C3H18O7", "method": "the ωB97M-V functional and the def2-TZVPD basis", "e_lumo_ev": 0.3, "homo_energy_ev": -10.02, "e_above_lowest_ev": 0.808, "gap_ev": 10.36, "smiles": "OCCCO.O.O.O.O.O", "species": ["C", "O", "C", "C", "O", "H", "H", "H", "H", "H", "H", "H", "H", "H", "H", "O", "H", "H", "O", "H", "H", "O", "H", "H", "O", "H", "H", "O"], "xyz": [[1.266, 0.738, -1.532], [2.621, 1.167, -1.285], [1.400, -0.790, -1.818], [0.077, -1.550, -1.631], [-0.752, -0.941, -0.633], [0.757, 0.803, -0.578], [0.871, 1.348, -2.340], [3.024, 1.636, -2.022], [1.886, -0.917, -2.780], [2.019, -1.139, -0.989], [-0.567, -1.458, -2.505], [0.190, -2.583, -1.295], [-0.514, -1.075, 0.305], [-1.089, 0.117, 2.403], [-1.427, 1.664, 2.129], [-1.163, 0.999, 2.767], [0.351, -1.371, 2.606], [0.356, -2.747, 1.750], [0.001, -1.854, 1.843], [-3.385, 0.680, 0.379], [-2.007, 0.066, 0.245], [-2.449, 0.906, 0.491], [-1.346, 2.414, -2.098], [-2.243, 1.544, -1.218], [-2.231, 2.043, -2.057], [0.955, 0.198, 3.890], [1.726, 0.313, 2.584], [1.675, -0.213, 3.389]]}

***

[6]
{"formula": "C3H19NO5", "method": "the ωB97M-V functional and the def2-TZVPD basis", "e_lumo_ev": 0.1, "homo_energy_ev": -8.59, "e_above_lowest_ev": 0.376, "gap_ev": 8.70, "smiles": "CCCN.O.O.O.O.O", "species": ["C", "C", "C", "N", "H", "H", "H", "H", "H", "H", "H", "H", "H", "H", "H", "O", "H", "H", "O", "H", "H", "O", "H", "H", "O", "H", "H", "O"], "xyz": [[1.037, 0.721, -1.173], [1.557, 1.591, -0.003], [1.350, 0.791, 1.325], [1.269, 1.376, -2.482], [-0.062, 0.645, -0.953], [1.435, -0.245, -1.371], [1.190, 2.596, 0.067], [2.591, 1.763, -0.260], [2.056, -0.056, 1.280], [0.340, 0.514, 1.560], [1.538, 1.442, 2.208], [2.231, 1.413, -2.775], [0.826, 2.291, -2.457], [-2.817, 1.121, -1.286], [-2.251, 2.479, -0.796], [-2.304, 1.891, -1.549], [-2.891, -0.324, 1.031], [-2.724, 1.175, 1.218], [-3.198, 0.539, 0.675], [-0.875, -3.659, -0.075], [0.315, -2.873, 0.439], [-0.492, -3.321, 0.750], [2.520, -1.614, 0.152], [2.074, -2.328, -1.134], [1.741, -1.905, -0.332], [-2.060, -2.399, 1.325], [-1.892, -1.848, 2.678], [-2.504, -1.775, 1.936]]}

***

[7]
{"formula": "C3H19NO7S", "method": "the ωB97M-V functional and the def2-TZVPD basis", "e_lumo_ev": 0.2, "homo_energy_ev": -9.24, "e_above_lowest_ev": 0.000, "gap_ev": 9.46, "smiles": "NC(=O)CCS.O.O.O.O.O.O", "species": ["C", "C", "S", "C", "N", "O", "H", "H", "H", "H", "H", "H", "H", "H", "H", "O", "H", "H", "O", "H", "H", "O", "H", "H", "O", "H", "H", "O", "H", "H", "O"], "xyz": [[-1.255, -1.767, 1.584], [-1.108, -0.314, 1.151], [-2.480, 0.821, 1.575], [0.144, -2.363, 1.573], [0.920, -1.985, 2.609], [0.567, -3.064, 0.666], [-1.734, -1.851, 2.554], [-1.870, -2.335, 0.889], [-0.253, 0.151, 1.611], [-0.951, -0.339, 0.078], [-3.413, -0.069, 1.928], [1.917, -2.112, 2.630], [0.614, -1.230, 3.199], [1.393, -0.607, -2.242], [1.358, -1.829, -1.284], [0.805, -1.144, -1.683], [-1.111, 3.097, -2.142], [-0.622, 1.671, -2.028], [-0.310, 2.601, -1.929], [2.070, 0.004, 0.429], [1.761, 0.894, 1.579], [2.331, 0.138, 1.350], [-0.868, -0.588, -2.106], [-2.238, -0.117, -2.685], [-1.410, 0.201, -2.313], [-0.489, 2.289, 0.467], [0.861, 2.872, 0.485], [0.245, 2.427, 1.087], [0.929, 1.516, -3.147], [2.332, 1.725, -2.577], [1.863, 1.307, -3.307]]}

***

no.,M (Da),largest force on an atom (Eh/bohr),E (eV)
1,132.2,0.1917,-13075.3102
2,148.2,0.0758,-15123.4487
3,260.3,0.0563,-42941.8905
4,212.2,0.0636,-23322.7965
5,166.2,0.0421,-17734.8656
6,149.2,0.0584,-15146.2564
7,213.3,0.0188,-30078.3230